# 1
76
Properties=species:S:1:pos:R:3:lowdin_charge:R:1 method="wB97M-V/def2-TZVPD" gap_ev=5.54 relative_energy_ev=0.0000 total_charge=-2 max_force_ev_per_a=0.20 homo_energy_ev=-1.5 energy_ev=-117167.2676 lumo_energy_ev=4.1
Li 0.752 0.170 -0.724 0.4432
Cl 5.330 -1.921 4.888 0.5879
C 4.465 -1.484 3.449 -0.7426
C 3.095 -1.217 3.488 -0.7131
Cl 2.257 -1.326 5.004 0.6264
C 2.400 -0.871 2.347 -0.5945
Cl 0.711 -0.515 2.388 0.7525
C 3.027 -0.774 1.053 -0.5330
O 2.397 -0.500 0.011 -0.1677
C 4.438 -1.048 1.069 -0.6158
Cl 5.250 -0.940 -0.452 0.6701
C 5.121 -1.388 2.221 -0.7153
Cl 6.827 -1.706 2.149 0.6137
I 0.677 1.242 -3.818 0.9087
C 0.114 3.134 -3.117 -0.6526
C -0.151 4.085 -4.064 -0.2055
C -0.547 5.382 -3.668 -0.1249
C -0.659 5.671 -2.341 -0.0770
C -0.386 4.691 -1.352 -0.1970
C -0.515 5.022 0.016 -0.0909
C -0.244 4.070 0.960 -0.1221
C 0.148 2.771 0.572 -0.1891
C 0.290 2.340 -0.741 -0.1469
C 0.016 3.365 -1.711 -0.2856
H -0.059 3.845 -5.115 0.0652
H -0.758 6.133 -4.421 0.0847
H -0.962 6.662 -2.016 0.0945
H -0.821 6.026 0.292 0.0888
H -0.334 4.315 2.015 0.0864
H 0.328 2.067 1.381 0.0349
C -3.081 1.211 1.843 -0.1822
N -4.522 0.941 1.656 -0.0936
C -4.834 1.193 0.241 -0.1976
N -4.033 0.384 -0.671 -0.0817
C -2.607 0.678 -0.415 -0.1673
N -2.251 0.395 0.976 -0.0792
C -2.516 -1.014 1.255 -0.1866
N -3.937 -1.351 1.040 -0.0822
C -4.739 -0.489 1.903 -0.2043
C -4.257 -1.028 -0.354 -0.1786
H -2.822 1.013 2.887 0.1209
H -2.891 2.266 1.629 0.1184
H -4.654 2.249 0.027 0.1195
H -5.895 0.975 0.076 0.1117
H -2.409 1.731 -0.624 0.1180
H -1.983 0.073 -1.074 0.0836
H -2.258 -1.231 2.296 0.1126
H -1.888 -1.619 0.602 0.0901
H -4.489 -0.706 2.945 0.1158
H -5.799 -0.712 1.743 0.1118
H -5.309 -1.272 -0.540 0.1145
H -3.627 -1.637 -1.006 0.1200
N -0.293 -1.401 -1.319 0.0148
C -0.645 -2.582 -1.511 -0.4269
C -1.116 -3.096 -2.867 -0.1639
C -1.619 -2.170 -3.781 -0.0572
C -2.007 -2.563 -5.051 -0.1018
C -1.889 -3.892 -5.442 -0.1323
C -1.381 -4.822 -4.547 -0.1164
C -1.005 -4.427 -3.268 -0.0562
C -0.632 -3.596 -0.374 -0.1967
C 0.420 -3.531 0.540 -0.0430
C 0.424 -4.326 1.675 -0.0898
C -0.635 -5.191 1.926 -0.1222
C -1.692 -5.259 1.029 -0.1117
C -1.684 -4.474 -0.117 -0.0681
H -1.664 -1.136 -3.461 0.0703
H -2.397 -1.827 -5.746 0.0923
H -2.186 -4.199 -6.439 0.0826
H -1.274 -5.859 -4.847 0.0861
H -0.605 -5.156 -2.573 0.1036
H 1.210 -2.815 0.348 0.0935
H 1.246 -4.253 2.379 0.0972
H -0.642 -5.798 2.824 0.0848
H -2.530 -5.918 1.230 0.0865
H -2.514 -4.518 -0.815 0.1076


# 2
67
Properties=species:S:1:pos:R:3:lowdin_charge:R:1 method="wB97M-V/def2-TZVPD" gap_ev=9.30 relative_energy_ev=0.0000 max_force_ev_per_a=1.52 homo_energy_ev=-9.1 energy_ev=-39656.4382 lumo_energy_ev=0.2 smiles="C[C@H]1COC(=O)O1.CN(C)C=O.CN(C)C=O.CO.CO.CO.CO.CO"
C 0.568 0.505 -1.832 -0.0088
C 0.760 0.285 -0.366 -0.3061
C -0.453 -0.143 0.460 -0.0933
O -0.006 -1.255 1.235 0.0671
C 1.286 -1.537 0.908 -0.5674
O 1.944 -2.362 1.449 0.1596
O 1.656 -0.838 -0.178 0.0803
H 0.113 1.482 -1.998 0.0928
H -0.068 -0.263 -2.272 0.0739
H 1.543 0.477 -2.315 0.0924
H 1.257 1.146 0.094 0.1283
H -1.219 -0.495 -0.241 0.1245
H -0.875 0.668 1.046 0.1002
C 3.855 1.769 1.947 -0.0832
N 3.819 1.079 3.201 -0.1936
C 4.366 1.792 4.341 -0.0439
C 3.620 -0.270 3.247 -0.3273
O 3.564 -0.920 4.265 0.0328
H 3.070 2.535 1.879 0.0885
H 3.590 1.056 1.158 0.0688
H 4.807 2.234 1.688 0.0947
H 5.361 2.172 4.103 0.0884
H 3.695 2.610 4.608 0.0884
H 4.455 1.119 5.190 0.0834
H 3.449 -0.728 2.262 0.1164
C -3.706 -2.981 -4.888 -0.0717
N -2.830 -1.843 -4.736 -0.1960
C -2.930 -1.066 -3.513 -0.0543
C -1.679 -1.758 -5.447 -0.3525
O -0.882 -0.854 -5.351 0.0256
H -4.744 -2.701 -4.709 0.0850
H -3.519 -3.738 -4.103 0.0933
H -3.568 -3.486 -5.838 0.0825
H -3.878 -1.240 -3.013 0.0804
H -2.093 -1.296 -2.850 0.0839
H -2.876 -0.005 -3.758 0.0907
H -1.528 -2.611 -6.136 0.1360
C 3.083 3.123 -1.327 -0.1583
O 3.875 4.223 -0.886 -0.1217
H 3.523 2.213 -0.914 0.0652
H 2.104 3.260 -0.859 0.0608
H 2.970 3.095 -2.408 0.0865
H 4.384 4.563 -1.624 0.0720
C -0.758 4.061 1.449 -0.1160
O -1.662 2.968 1.565 -0.1429
H -1.269 4.951 1.078 0.0849
H -0.243 4.293 2.385 0.0840
H 0.011 3.779 0.732 0.0687
H -2.298 3.151 2.261 0.0916
C 0.792 -5.777 0.754 -0.1658
O 1.245 -6.864 -0.039 -0.1235
H 0.440 -6.133 1.728 0.0766
H 1.601 -5.069 0.908 0.0670
H -0.025 -5.223 0.275 0.0734
H 0.485 -7.400 -0.279 0.0679
C -3.891 1.324 -1.194 -0.1547
O -2.644 1.898 -0.869 -0.1383
H -4.640 1.643 -0.466 0.0820
H -4.120 1.563 -2.226 0.0774
H -3.813 0.229 -1.114 0.0616
H -2.393 1.885 0.061 0.0259
C -2.864 -0.424 3.389 -0.1713
O -2.446 -1.064 4.579 -0.1020
H -2.256 0.447 3.135 0.0617
H -2.703 -1.097 2.536 0.0757
H -3.920 -0.144 3.404 0.0756
H -2.491 -2.011 4.429 0.0764